{
  "formula": "C30H24N4O2S3Ti",
  "method": "ωB97M-V/def2-TZVPD",
  "species": ["Ti", "S", "S", "S", "O", "O", "N", "N", "N", "N", "C", "C", "C", "C", "C", "C", "C", "C", "C", "C", "C", "C", "C", "C", "C", "C", "C", "C", "C", "C", "C", "C", "C", "C", "C", "C", "C", "C", "C", "C", "H", "H", "H", "H", "H", "H", "H", "H", "H", "H", "H", "H", "H", "H", "H", "H", "H", "H", "H", "H", "H", "H", "H", "H"],
  "positions_angstrom": [[-0.459, 1.129, 0.866], [5.760, -0.630, 1.475], [3.663, 1.442, 0.968], [1.094, 2.149, -0.553], [-0.863, 2.372, 2.236], [-1.448, 4.440, 2.876], [-2.337, 2.488, 0.111], [-1.300, -0.430, 0.067], [3.741, -0.680, -0.360], [2.628, -0.041, -0.824], [3.971, -1.994, -0.887], [0.645, 0.027, 2.184], [2.207, -0.043, 4.037], [2.663, -1.284, 3.616], [-4.059, 1.280, -2.887], [4.351, -4.519, -1.936], [2.876, -2.825, -1.081], [-0.330, -0.719, -2.267], [-1.493, 3.525, 2.100], [5.250, -2.402, -1.226], [-2.590, -2.261, 0.256], [-4.603, 3.600, -2.604], [2.093, -1.894, 2.505], [5.434, -3.674, -1.748], [-3.281, 1.283, -1.765], [-3.817, 3.632, -1.427], [-3.731, 4.796, -0.633], [-3.004, 4.771, 0.520], [3.071, -4.091, -1.608], [-1.897, -2.312, -0.993], [-2.322, 3.588, 0.835], [1.083, -1.251, 1.806], [2.449, 1.073, -0.215], [-2.621, -0.587, 2.219], [-1.125, -1.192, -1.094], [4.443, -0.086, 0.646], [1.207, 0.608, 3.327], [-4.718, 2.448, -3.326], [-3.122, 2.469, -1.014], [-2.218, -1.109, 0.875], [-0.692, 0.244, -2.633], [6.431, -4.000, -2.012], [0.729, -0.607, -2.043], [-3.573, -1.025, 2.514], [-2.916, 5.613, 1.191], [2.224, -4.746, -1.762], [-5.117, 4.503, -2.910], [0.636, -1.747, 0.953], [3.463, -1.780, 4.150], [1.885, -2.470, -0.833], [-2.801, 0.377, -1.431], [6.089, -1.739, -1.080], [-4.260, 5.689, -0.945], [4.500, -5.510, -2.344], [-1.976, -3.071, -1.757], [-2.766, 0.499, 2.221], [0.869, 1.584, 3.651], [-0.433, -1.445, -3.074], [2.641, 0.426, 4.911], [-3.288, -2.983, 0.651], [-1.880, -0.825, 2.986], [-4.176, 0.359, -3.444], [2.442, -2.867, 2.182], [-5.323, 2.423, -4.222]],
  "atomic_forces_ev_per_a": [[0.012, 0.027, -0.121], [-0.094, 0.026, -0.038], [0.027, -0.064, -0.033], [-0.021, -0.054, 0.043], [-0.062, 0.132, -0.004], [0.001, -0.060, -0.034], [0.107, 0.134, 0.050], [-0.189, -0.147, 0.002], [-0.020, -0.135, -0.016], [0.000, -0.004, -0.010], [-0.030, 0.066, -0.019], [0.057, 0.030, 0.051], [0.002, 0.004, 0.000], [-0.008, -0.010, -0.019], [-0.005, -0.034, -0.020], [-0.003, -0.035, -0.012], [0.006, 0.030, 0.004], [0.013, -0.074, 0.013], [0.020, -0.098, 0.014], [0.027, -0.025, -0.009], [-0.028, -0.011, -0.021], [0.002, -0.070, -0.033], [0.038, 0.009, 0.042], [-0.008, 0.024, 0.011], [0.027, -0.033, -0.008], [-0.045, 0.064, -0.008], [0.072, -0.017, 0.096], [-0.094, -0.009, -0.130], [0.029, 0.002, 0.004], [-0.004, -0.020, -0.057], [0.119, -0.108, 0.093], [0.024, -0.035, -0.024], [-0.030, 0.118, 0.023], [0.011, 0.002, -0.019], [0.009, 0.120, 0.086], [0.109, 0.070, 0.081], [-0.021, 0.031, -0.029], [0.021, 0.048, 0.052], [-0.069, 0.067, -0.056], [0.036, 0.046, -0.005], [0.011, 0.006, 0.001], [-0.003, -0.006, -0.003], [0.015, 0.016, -0.008], [0.010, -0.027, 0.007], [0.008, 0.004, 0.001], [-0.017, 0.016, 0.007], [0.001, 0.005, 0.006], [-0.007, 0.008, -0.010], [-0.002, 0.004, 0.007], [-0.005, -0.027, 0.011], [-0.006, -0.004, 0.019], [-0.011, 0.004, 0.005], [-0.002, 0.001, 0.003], [0.008, 0.005, 0.001], [-0.029, -0.016, 0.023], [-0.006, 0.001, -0.010], [0.008, -0.002, 0.020], [0.006, 0.005, -0.001], [-0.002, 0.001, 0.000], [0.012, -0.022, -0.023], [-0.015, 0.018, 0.018], [0.001, 0.006, -0.004], [-0.012, 0.002, -0.009], [0.000, -0.007, -0.003]],
  "de_lowest_ev": 0.1346,
  "homo_lumo_gap_ev": 6.872,
  "e_tot_ev": -97178.52822
}

=====

{
  "formula": "C30H25BrCl5F4MnO3P2",
  "method": "ωB97M-V/def2-TZVPD",
  "species": ["Br", "Mn", "Cl", "Cl", "Cl", "Cl", "Cl", "P", "P", "F", "F", "F", "F", "O", "O", "O", "C", "C", "C", "C", "C", "C", "C", "C", "C", "C", "C", "C", "C", "C", "C", "C", "C", "C", "C", "C", "C", "C", "C", "C", "C", "C", "C", "C", "C", "C", "H", "H", "H", "H", "H", "H", "H", "H", "H", "H", "H", "H", "H", "H", "H", "H", "H", "H", "H", "H", "H", "H", "H", "H", "H"],
  "positions_angstrom": [[-1.200, -3.090, -0.630], [0.069, -0.992, -0.187], [1.170, 1.998, 1.987], [2.499, 4.324, -2.699], [2.137, 4.489, 0.385], [0.808, -0.846, -2.501], [1.866, 1.623, -4.204], [-1.802, 0.034, 0.999], [1.794, -2.430, 0.893], [0.209, -8.003, -0.423], [2.552, -7.509, 0.838], [-1.430, -5.966, -1.080], [3.266, -5.002, 1.424], [-1.811, 0.589, 2.458], [-2.107, 1.197, 0.008], [-3.065, -0.911, 0.868], [-3.451, -1.879, 1.894], [-1.081, 0.110, 3.639], [-1.117, 1.195, 4.679], [2.135, -2.570, 5.449], [0.112, -4.423, -0.189], [0.967, 0.774, -0.406], [-0.275, -5.711, -0.489], [1.966, -2.462, 2.686], [-3.394, 1.915, -0.142], [3.366, -2.025, 0.121], [1.761, -6.514, 0.501], [4.036, -2.873, -0.756], [1.918, 2.978, -1.835], [0.563, -6.770, -0.146], [-3.656, 2.831, 1.022], [2.117, -5.203, 0.791], [5.732, -1.197, -1.073], [1.747, 3.048, -0.443], [5.215, -2.453, -1.355], [3.882, -0.754, 0.391], [1.319, -4.122, 0.442], [3.245, -2.205, 4.701], [1.640, 1.793, -2.524], [3.168, -2.154, 3.316], [0.936, -2.886, 4.820], [1.273, 1.943, 0.268], [0.849, -2.826, 3.440], [5.067, -0.347, -0.197], [1.175, 0.736, -1.763], [-4.530, -1.303, 2.774], [-1.590, -0.789, 3.985], [5.474, 0.629, 0.028], [3.373, -0.085, 1.078], [5.733, -3.113, -2.038], [-0.613, 2.097, 4.339], [2.207, -2.620, 6.527], [3.646, -3.854, -0.990], [4.042, -1.887, 2.738], [4.178, -1.972, 5.194], [-3.261, 2.458, -1.074], [-4.568, 3.393, 0.821], [-4.168, 1.161, -0.272], [-0.067, -0.152, 3.334], [-3.791, -2.754, 1.345], [-0.084, -3.091, 2.949], [-2.145, 1.450, 4.935], [-4.861, -2.056, 3.489], [-2.843, 3.543, 1.156], [-5.389, -1.005, 2.176], [-0.621, 0.838, 5.582], [-4.170, -0.436, 3.328], [-3.800, 2.280, 1.951], [-2.563, -2.164, 2.467], [6.657, -0.881, -1.535], [0.079, -3.188, 5.407]],
  "atomic_forces_ev_per_a": [[-0.127, -0.530, 0.082], [0.319, 0.364, 0.768], [-0.068, -0.045, -0.109], [-0.012, 0.003, 0.010], [-0.008, -0.010, -0.005], [0.077, 0.363, -0.223], [0.007, 0.045, 0.021], [-0.169, 0.172, -0.385], [-0.003, 0.118, -0.223], [-0.001, 0.029, 0.000], [-0.010, 0.031, 0.000], [-0.034, 0.035, -0.016], [-0.030, 0.062, -0.029], [0.188, 0.041, 0.172], [-0.080, 0.089, 0.083], [-0.057, -0.117, -0.073], [-0.001, 0.075, -0.004], [-0.096, -0.057, -0.145], [-0.003, -0.002, 0.042], [-0.004, 0.001, 0.010], [-0.116, 0.052, -0.079], [-0.183, -0.119, -0.024], [0.157, -0.103, 0.072], [0.038, 0.036, 0.029], [0.068, -0.062, -0.004], [0.118, -0.017, 0.037], [0.004, -0.013, -0.003], [-0.059, 0.000, -0.058], [0.029, -0.017, -0.065], [-0.023, 0.018, -0.013], [-0.058, 0.045, 0.029], [0.078, -0.080, 0.020], [0.002, 0.005, 0.002], [0.002, 0.008, 0.041], [-0.009, 0.016, 0.013], [0.024, 0.051, 0.016], [-0.055, -0.091, -0.015], [-0.028, -0.004, -0.030], [0.006, -0.087, 0.053], [-0.015, 0.016, 0.042], [0.042, 0.016, -0.004], [0.165, -0.027, 0.161], [-0.035, -0.025, -0.002], [-0.008, -0.047, -0.037], [0.029, -0.217, -0.210], [-0.021, -0.028, 0.037], [0.003, -0.001, 0.036], [0.001, 0.014, 0.007], [-0.032, -0.005, -0.010], [0.005, -0.008, 0.001], [0.028, 0.003, -0.040], [-0.007, -0.002, 0.009], [-0.013, -0.033, 0.019], [0.009, -0.024, 0.008], [0.017, 0.001, 0.005], [-0.031, 0.004, 0.015], [0.004, 0.011, -0.002], [-0.005, 0.019, 0.012], [-0.005, 0.036, 0.004], [-0.030, 0.026, 0.006], [0.001, 0.000, -0.017], [-0.014, -0.015, 0.004], [0.009, -0.008, -0.006], [0.020, -0.004, -0.012], [-0.007, 0.003, -0.014], [0.010, 0.010, 0.000], [0.004, 0.012, 0.000], [-0.003, -0.015, -0.011], [0.010, -0.017, 0.007], [0.005, 0.010, -0.003], [-0.018, -0.007, -0.001]],
  "multiplicity": 5,
  "de_lowest_ev": 0.3446,
  "total_charge": 2,
  "homo_lumo_gap_ev": [6.165, 7.539],
  "s_squared": 6.21,
  "e_tot_ev": -231066.60414
}